# 1
Here is a structure of composition H12O6Xe from the OMol25 dataset. Energies are from the ωB97M-V functional and the def2-TZVPD basis.

XYZ file:
```
19
Properties=species:S:1:pos:R:3:forces:R:3:nbo_charge:R:1
Xe -17.04685 -2.47760 -5.17107 0.12 0.18 -0.11 0.00
O -18.56830 -4.71597 -3.32813 -0.13 -0.31 0.01 -0.94
H -18.13242 -5.44713 -3.76591 0.22 -0.23 0.04 0.47
H -19.20718 -4.40007 -3.96710 -0.29 0.29 -0.01 0.48
O -19.51156 0.35476 -4.34938 -0.07 -0.28 -0.03 -0.94
H -20.04976 0.60592 -3.59873 -0.29 0.20 0.21 0.47
H -18.73206 0.90605 -4.28098 0.24 0.13 -0.15 0.47
O -20.25135 -2.29160 -3.02596 -0.08 -0.30 0.21 -0.95
H -21.08826 -2.38157 -3.48174 -0.27 -0.02 -0.08 0.47
H -19.83006 -1.54050 -3.44378 0.35 0.32 -0.33 0.48
O -14.71342 -2.82015 -8.13461 -0.01 0.23 -0.07 -0.93
H -15.18912 -3.54623 -8.53804 -0.15 -0.16 -0.13 0.47
H -14.12962 -3.23803 -7.50152 0.17 -0.07 0.19 0.47
O -17.78530 -3.16967 -1.10783 0.13 -0.03 0.61 -0.98
H -18.26933 -3.51470 -1.85811 -0.17 -0.29 -0.28 0.49
H -17.46241 -2.31784 -1.40170 0.19 0.16 -0.15 0.47
O -17.23860 -0.45533 -1.72545 0.14 0.13 -0.05 -0.94
H -17.23229 0.25279 -2.36946 0.15 0.08 -0.19 0.47
H -17.99060 -0.26345 -1.16516 -0.26 -0.03 0.31 0.48
```
Forces are in eV/Å.

For the energy above the lowest of the compared OMol25 structures with the same formula, charge and spin, the calculation gives 0.497 eV. As for the maximum force: 0.6 eV/Å. The value obtained for the LUMO energy is -0.016 eV. The spin multiplicity is 1.

# 2
Here is a structure of composition C13H19N3O4S in a non-equilibrium geometry from the OMol25 dataset. Energies are from the ωB97M-V functional and the def2-TZVPD basis.

XYZ file:
```
40
Properties=species:S:1:pos:R:3:forces:R:3:nbo_charge:R:1
C 5.22757 1.82642 1.06314 -1.13 -3.47 5.01 -0.62
C 5.88789 0.40674 0.85138 -4.46 0.99 -1.05 -0.03
H 6.25138 0.13658 1.79046 0.19 -1.60 1.24 0.19
H 6.59947 0.35802 0.09189 1.07 0.23 -1.15 0.21
O 4.74284 -0.68520 0.30446 4.35 0.21 17.27 -0.50
C 4.38893 -0.67456 -0.79500 -8.39 -6.38 -0.79 0.77
O 4.93841 -0.11538 -1.53887 8.69 10.14 -14.78 -0.62
C 3.26886 -1.53128 -1.21057 -0.48 -2.03 9.52 -0.47
C 2.02190 -1.02591 -0.47331 5.49 -7.75 7.55 0.18
C 1.75165 -1.40040 0.88591 -2.50 3.33 -1.85 -0.42
S 0.21315 -0.31370 1.35528 3.17 -1.62 -2.90 0.21
C 0.16093 0.30000 -0.37238 8.25 -9.50 5.45 0.33
N 1.27449 -0.35474 -1.12243 -10.49 9.71 -4.02 -0.50
N -0.61833 1.19472 -0.71781 -0.31 3.76 -6.84 -0.66
C -1.81788 1.67092 -0.43626 1.57 -8.29 10.51 0.71
O -2.39497 2.49661 -0.88429 -4.91 8.28 -6.11 -0.51
C -2.43163 1.01759 1.01411 -4.49 6.66 -3.89 -0.30
N -3.59308 0.20775 0.75507 1.55 2.07 -1.53 -0.46
C -3.04378 -0.84295 -0.08003 -4.04 -4.73 4.90 -0.28
C -4.36819 -1.86442 0.07855 0.98 -0.29 -4.87 -0.09
O -5.49449 -1.34213 -0.77507 1.15 1.94 4.24 -0.58
C -5.94892 -0.04963 0.11550 5.36 -1.04 -5.25 -0.10
C -4.69158 0.98292 0.04499 -1.10 -2.08 -0.83 -0.25
H -5.05912 1.80739 0.71452 0.99 -0.18 -0.95 0.22
H -4.43729 1.33473 -1.28344 -0.93 -1.10 4.39 0.20
H -6.59514 0.27161 -0.61198 -2.74 1.09 -0.52 0.21
H -6.13196 -0.54971 0.99015 -1.07 -0.10 2.43 0.20
H -4.05472 -2.65537 -0.62755 -0.27 -0.68 1.11 0.18
H -4.68237 -2.21199 1.10770 0.63 0.74 -1.13 0.19
H -2.28752 -1.44897 0.60078 -0.92 1.55 -1.95 0.23
H -2.82005 -0.64252 -1.10488 0.29 0.16 -0.70 0.20
H -2.92571 2.01728 1.35401 1.41 -1.38 0.18 0.20
H -1.73365 0.71907 1.64723 2.38 -1.75 2.81 0.19
H -0.37979 1.32685 -1.69211 0.06 1.11 -0.83 0.42
H 2.15938 -2.07288 1.59811 0.35 -0.22 0.29 0.23
H 3.14272 -1.39668 -2.12195 -1.04 0.66 -8.31 0.22
H 3.59818 -2.52561 -0.87465 -0.66 -0.06 -0.47 0.22
H 4.82754 2.19342 0.27478 -2.26 2.05 -6.02 0.21
H 5.93578 2.54045 1.35060 1.36 0.78 0.87 0.22
H 4.22905 1.97056 1.77374 2.90 -1.20 -1.05 0.21
```
Forces are in eV/Å.

For the energy above the lowest of the compared OMol25 structures with the same formula, charge and spin, the calculation gives 14.202 eV. As for the maximum force: 19.9 eV/Å. The value obtained for the LUMO energy is -0.128 eV. The spin multiplicity is 1.